No. 1
Molecular formula: C10H15Cl16N2O4S2
Method: DFT, wB97M-V/def2-TZVPD

Bonds (Å) are listed after each position.
Element x y z (Å)
1 C 0.806 0.542 -0.719  C2 1.645, H15 1.186, H16 1.180, H17 1.174
2 C 1.569 1.605 -1.716  C1 1.645, S3 1.891, H18 1.174, H19 1.178
3 S 2.272 3.112 -0.816  C2 1.891, O4 1.547, O5 1.578, N6 1.746
4 O 2.159 2.963 0.720  S3 1.547
5 O 3.817 3.149 -1.135  S3 1.578
6 N 1.598 4.584 -1.471  S3 1.746, S7 1.746
7 S 0.203 5.132 -0.576  N6 1.746, O8 1.577, O9 1.556, C10 1.896
8 O -0.298 6.467 -1.250  S7 1.577
9 O 0.488 5.495 0.910  S7 1.556
10 C -1.250 3.913 -0.589  S7 1.896, C11 1.639, H20 1.194, H21 1.170
11 C -2.274 4.111 -1.854  C10 1.639, C12 1.639, H22 1.182, H23 1.194
12 C -2.791 2.723 -2.557  C11 1.639, C13 1.639, H24 1.193, H25 1.187
13 C -3.411 1.609 -1.527  C12 1.639, N14 1.513, H26 1.173, H27 1.194
14 N -3.968 2.165 -0.235  C13 1.513, H28 1.055, H29 1.064
15 H 1.510 -0.374 -0.453  C1 1.186
16 H -0.135 0.085 -1.265  C1 1.180
17 H 0.422 1.048 0.269  C1 1.174
18 H 2.452 1.032 -2.238  C2 1.174
19 H 0.769 2.009 -2.480  C2 1.178
20 H -1.873 4.169 0.397  C10 1.194
21 H -0.925 2.790 -0.544  C10 1.170
22 H -3.202 4.802 -1.616  C11 1.182
23 H -1.655 4.695 -2.692  C11 1.194
24 H -3.614 2.929 -3.395  C12 1.193
25 H -1.876 2.216 -3.118  C12 1.187
26 H -2.595 0.780 -1.372  C13 1.173
27 H -4.330 1.093 -2.088  C13 1.194
28 H -4.703 1.532 0.178  N14 1.055
29 H -3.162 2.084 0.455  N14 1.064
30 C -7.603 -0.170 -0.105  Cl31 1.782, Cl32 1.782, Cl33 1.782, Cl34 1.782
31 Cl -6.510 0.275 1.230  C30 1.782
32 Cl -8.223 1.309 -0.882  C30 1.782
33 Cl -6.711 -1.141 -1.304  C30 1.782
34 Cl -8.966 -1.121 0.535  C30 1.782
35 C 4.634 -2.359 -0.522  Cl36 1.782, Cl37 1.782, Cl38 1.782, Cl39 1.782
36 Cl 5.587 -2.534 0.974  C35 1.782
37 Cl 3.048 -3.143 -0.310  C35 1.782
38 Cl 4.399 -0.630 -0.878  C35 1.782
39 Cl 5.502 -3.132 -1.872  C35 1.782
40 C 2.534 -7.083 1.409  Cl41 1.782, Cl42 1.782, Cl43 1.782, Cl44 1.782
41 Cl 2.723 -8.675 0.632  C40 1.782
42 Cl 2.342 -7.299 3.167  C40 1.782
43 Cl 3.978 -6.089 1.088  C40 1.782
44 Cl 1.093 -6.267 0.750  C40 1.782
45 C 5.234 -6.080 5.773  Cl46 1.782, Cl47 1.782, Cl48 1.782, Cl49 1.782
46 Cl 5.360 -7.828 5.449  C45 1.782
47 Cl 5.132 -5.196 4.229  C45 1.782
48 Cl 3.772 -5.759 6.739  C45 1.782
49 Cl 6.672 -5.538 6.674  C45 1.782

## Properties
- highest occupied orbital energy (eV) = -5.77
- net charge = -1
- 2S+1 = 1
- total energy (Eh) = -8959.756377

No. 2
Molecular formula: C2H3NO2
Method: DFT, wB97M-V/def2-TZVPD

Bonds (Å) are listed after each position.
Element x y z (Å)
1 C -0.112 -0.112 0.363  C2 1.376, N3 1.178
2 C -1.404 0.095 -0.063  C1 1.376, H6 1.056, H7 1.090, H8 1.090
3 N 1.042 -0.003 0.159  C1 1.178, O5 1.298
4 O 3.410 0.130 0.258  O5 1.353
5 O 2.237 -0.459 -0.069  N3 1.298, O4 1.353
6 H -1.573 -0.775 -0.637  C2 1.056
7 H -2.149 0.174 0.730  C2 1.090
8 H -1.451 0.948 -0.740  C2 1.090

## Properties
- highest occupied orbital energy (alpha / beta) (eV) = -7.88 / -7.88
- 2S+1 = 1
- total energy (Eh) = -282.945209

No. 3
Molecular formula: C37H48ClF3IO6P
Method: DFT, wB97M-V/def2-TZVPD

Bonds (Å) are listed after each position.
Element x y z (Å)
1 C 1.002 2.071 7.209  C2 1.594, H38 1.120, H39 1.114, H40 1.127
2 C 1.333 2.793 5.826  C1 1.594, O3 1.461, H41 1.116, H42 1.123
3 O 2.096 1.851 5.009  C2 1.461, P4 1.686
4 P 2.051 2.370 3.406  O3 1.686, O5 1.495, C6 1.869, O35 1.647
5 O 1.811 3.845 3.446  P4 1.495
6 C 0.616 1.440 2.652  P4 1.869, C7 1.590, H43 1.129, H44 1.116
7 C 0.602 -0.096 3.063  C6 1.590, C8 1.582, H45 1.129, H46 1.118
8 C -0.582 -0.906 2.396  C7 1.582, C9 1.579, H47 1.120, H48 1.127
9 C -0.423 -1.148 0.844  C8 1.579, C10 1.576, O16 1.470, C27 1.605
10 C 1.069 -1.017 0.356  C9 1.576, C11 1.453, C15 1.476
11 C 1.611 0.053 -0.464  C10 1.453, C12 1.461, H49 1.107
12 C 3.018 -0.037 -0.848  C11 1.461, C13 1.443, H50 1.116
13 C 3.900 -1.115 -0.469  C12 1.443, C14 1.465, H51 1.117
14 C 3.370 -2.175 0.392  C13 1.465, C15 1.448, H52 1.114
15 C 1.976 -2.102 0.779  C10 1.476, C14 1.448, H53 1.117
16 O -0.705 -2.547 0.487  C9 1.470, C17 1.433
17 C -0.663 -2.522 -0.945  O16 1.433, O18 1.187, C19 1.577
18 O -0.117 -3.389 -1.543  C17 1.187
19 C -1.374 -1.199 -1.427  C17 1.577, I20 2.220, C21 1.566, C27 1.607
20 I -3.362 -1.970 -2.043  C19 2.220, Cl28 2.801
21 C -0.857 -0.427 -2.688  C19 1.566, C22 1.571, H54 1.126, H55 1.117
22 C -0.207 -1.336 -3.791  C21 1.571, C23 1.572, H56 1.115, H57 1.124
23 C 0.389 -0.452 -4.947  C22 1.572, F24 1.393, F25 1.383, F26 1.368
24 F 1.697 -0.075 -4.653  C23 1.393
25 F 0.480 -1.156 -6.133  C23 1.383
26 F -0.335 0.683 -5.194  C23 1.368
27 C -1.561 -0.429 -0.029  C9 1.605, C19 1.607, Cl28 1.854, C29 1.566
28 Cl -3.104 -1.210 0.640  I20 2.801, C27 1.854
29 C -1.675 1.132 0.009  C27 1.566, C30 1.594, H58 1.116, H59 1.125
30 C -3.137 1.590 -0.431  C29 1.594, C31 1.597, H60 1.121, H61 1.123
31 C -3.201 3.165 -0.691  C30 1.597, C32 1.589, H62 1.116, H63 1.124
32 C -3.114 3.848 0.741  C31 1.589, O33 1.443, H64 1.125, H65 1.128
33 O -3.837 5.097 0.776  C32 1.443, C34 1.439
34 C -2.906 6.128 0.399  O33 1.439, H66 1.122, H67 1.122, H68 1.126
35 O 3.502 1.923 2.768  P4 1.647, C36 1.448
36 C 3.879 2.716 1.615  O35 1.448, C37 1.589, H69 1.124, H70 1.116
37 C 5.379 3.214 1.780  C36 1.589, H71 1.114, H72 1.127, H73 1.122
38 H 0.761 2.890 7.934  C1 1.120
39 H 1.828 1.401 7.539  C1 1.114
40 H 0.052 1.495 7.017  C1 1.127
41 H 1.943 3.707 6.018  C2 1.116
42 H 0.332 3.028 5.374  C2 1.123
43 H -0.305 1.883 3.135  C6 1.129
44 H 0.539 1.583 1.548  C6 1.116
45 H 0.377 -0.096 4.169  C7 1.129
46 H 1.601 -0.586 2.961  C7 1.118
47 H -1.525 -0.367 2.672  C8 1.120
48 H -0.646 -1.912 2.899  C8 1.127
49 H 0.978 0.903 -0.785  C11 1.107
50 H 3.429 0.767 -1.505  C12 1.116
51 H 4.956 -1.110 -0.837  C13 1.117
52 H 4.051 -2.995 0.715  C14 1.114
53 H 1.600 -2.927 1.432  C15 1.117
54 H -1.762 0.049 -3.162  C21 1.126
55 H -0.154 0.413 -2.468  C21 1.117
56 H 0.636 -1.975 -3.439  C22 1.115
57 H -1.034 -1.923 -4.276  C22 1.124
58 H -0.904 1.672 -0.591  C29 1.116
59 H -1.595 1.429 1.091  C29 1.125
60 H -3.440 1.036 -1.358  C30 1.121
61 H -3.869 1.408 0.401  C30 1.123
62 H -2.409 3.515 -1.395  C31 1.116
63 H -4.247 3.362 -1.053  C31 1.124
64 H -2.047 3.965 1.079  C32 1.125
65 H -3.612 3.205 1.523  C32 1.128
66 H -3.459 7.081 0.185  C34 1.122
67 H -2.341 5.786 -0.509  C34 1.122
68 H -2.157 6.269 1.228  C34 1.126
69 H 3.893 2.017 0.735  C36 1.124
70 H 3.169 3.538 1.358  C36 1.116
71 H 5.456 4.298 2.028  C37 1.114
72 H 5.908 2.999 0.808  C37 1.127
73 H 5.865 2.544 2.537  C37 1.122
74 C -5.849 -3.001 1.627  C75 1.389, C79 1.390, H80 1.083
75 C -5.263 -4.207 1.990  C74 1.389, C76 1.389, H81 1.084
76 C -6.057 -5.321 2.234  C75 1.389, C77 1.390, H82 1.084
77 C -7.438 -5.231 2.104  C76 1.390, C78 1.390, H83 1.084
78 C -8.024 -4.025 1.736  C77 1.390, C79 1.389, H84 1.084
79 C -7.230 -2.909 1.502  C74 1.390, C78 1.389, H85 1.084
80 H -5.229 -2.133 1.440  C74 1.083
81 H -4.185 -4.278 2.085  C75 1.084
82 H -5.600 -6.259 2.524  C76 1.084
83 H -8.057 -6.100 2.289  C77 1.084
84 H -9.101 -3.956 1.633  C78 1.084
85 H -7.688 -1.968 1.220  C79 1.084
86 C 4.174 -2.164 -5.152  C87 1.390, C91 1.390, H92 1.084
87 C 5.476 -2.645 -5.075  C86 1.390, C88 1.390, H93 1.084
88 C 6.236 -2.783 -6.231  C87 1.390, C89 1.390, H94 1.084
89 C 5.698 -2.430 -7.462  C88 1.390, C90 1.390, H95 1.084
90 C 4.397 -1.946 -7.539  C89 1.390, C91 1.390, H96 1.084
91 C 3.634 -1.816 -6.385  C86 1.390, C90 1.390, H97 1.079
92 H 3.580 -2.060 -4.251  C86 1.084
93 H 5.898 -2.914 -4.114  C87 1.084
94 H 7.249 -3.165 -6.171  C88 1.084
95 H 6.292 -2.533 -8.363  C89 1.084
96 H 3.978 -1.669 -8.499  C90 1.084
97 H 2.623 -1.445 -6.446  C91 1.079

## Properties
- highest occupied orbital energy (eV) = -8.94
- 2S+1 = 1
- total energy (Eh) = -3288.910702